Entry 1:
{
  "formula": "C3H4AgO4",
  "method": "ωB97M-V/def2-TZVPD",
  "elements": ["O", "C", "O", "O", "C", "C", "O", "H", "H", "H", "H", "Ag"],
  "coordinates": [[3.492, -0.693, -0.764], [2.701, 0.111, -0.465], [2.419, 1.249, -0.170], [0.540, -0.374, 0.164], [-1.284, -0.774, 0.085], [-1.964, 0.496, -0.193], [-1.419, 1.610, 0.208], [0.853, -1.119, 0.691], [-1.365, -1.092, 1.137], [-1.477, -1.574, -0.637], [-3.000, 0.494, -0.555], [0.504, 1.665, 0.500]],
  "forces_ev_per_angstrom": [[-2.74, 0.24, 0.45], [3.90, 1.74, -0.30], [0.81, -1.46, -0.60], [-1.33, -1.69, -0.83], [-1.10, 0.83, 0.27], [1.34, -1.38, 0.33], [-1.85, 0.41, 0.24], [0.01, 0.03, 0.46], [0.61, 0.15, -0.39], [0.14, 0.17, 0.25], [0.50, 0.26, -0.35], [-0.28, 0.70, 0.48]],
  "lowdin_charge": [0.288, -0.349, 0.019, -0.262, 0.038, -0.204, -0.150, 0.076, 0.120, 0.115, 0.150, 1.159],
  "charge": 1,
  "homo_lumo_gap_ev": [7.432, 7.699],
  "multiplicity": 3,
  "lumo_energy_ev": [-4.575, -7.936]
}

Entry 2:
{
  "formula": "C3H4AuO3",
  "method": "ωB97M-V/def2-TZVPD",
  "elements": ["C", "C", "O", "C", "O", "O", "H", "H", "H", "Au", "H"],
  "coordinates": [[-0.217, -1.199, -1.212], [0.563, -1.209, -0.127], [1.124, -0.044, 0.405], [0.412, 0.959, 0.814], [-0.869, 1.057, 0.508], [0.904, 1.963, 1.328], [-1.245, 0.295, -0.099], [0.827, -2.083, 0.466], [-0.135, -0.389, -1.940], [-0.716, 2.802, 1.378], [-0.648, -2.152, -1.521]],
  "forces_ev_per_angstrom": [[-0.48, -0.82, -3.64], [2.17, 0.71, 3.75], [-0.55, -1.30, 0.23], [2.62, -2.14, -2.25], [-1.05, -5.22, -2.50], [4.55, -3.07, 0.14], [-0.13, 1.93, 1.36], [0.46, -0.29, -0.10], [-0.41, 0.17, -0.18], [-6.61, 10.05, 3.23], [-0.56, -0.02, -0.04]],
  "lowdin_charge": [0.363, 0.173, 0.282, -0.505, 0.100, 0.159, 0.243, 0.220, 0.179, 1.606, 0.182],
  "charge": 3,
  "homo_lumo_gap_ev": [10.915, 8.151],
  "multiplicity": 3,
  "lumo_energy_ev": [-15.954, -19.756]
}

Entry 3:
{
  "formula": "C3H4BNO3",
  "method": "ωB97M-V/def2-TZVPD",
  "elements": ["B", "C", "C", "C", "N", "O", "O", "O", "H", "H", "H", "H"],
  "coordinates": [[0.642, 0.257, 0.301], [-1.462, 0.110, -0.699], [-1.555, 1.251, 0.262], [2.061, -0.548, 0.499], [-2.441, -0.319, -1.364], [-2.164, 2.064, 0.847], [-0.263, -0.487, -0.606], [0.226, 1.380, 0.713], [1.952, -0.953, 1.563], [3.119, -0.182, 0.429], [2.034, -1.463, -0.024], [-2.150, -1.110, -1.922]],
  "forces_ev_per_angstrom": [[3.09, -3.37, -2.17], [0.46, -1.81, 0.08], [1.63, 3.36, 2.58], [-0.62, 0.43, 2.33], [-0.27, 1.28, 0.32], [0.62, -2.45, -1.97], [-0.19, 0.87, 0.52], [-3.63, 1.96, 0.46], [0.33, 0.67, -0.88], [-1.34, 0.40, 0.01], [-0.14, -1.02, -1.15], [0.07, -0.33, -0.12]],
  "lowdin_charge": [-0.646, -0.381, -0.027, 0.012, 0.222, 0.256, 0.130, 0.181, 0.079, 0.070, 0.018, 0.086],
  "homo_lumo_gap_ev": 9.711,
  "lumo_energy_ev": -1.203
}

Entry 4:
{
  "formula": "C3H4BaO4",
  "method": "ωB97M-V/def2-TZVPD",
  "elements": ["O", "C", "C", "O", "O", "C", "H", "H", "H", "Ba", "O", "H"],
  "coordinates": [[-1.496, 0.182, 2.376], [-0.246, -1.016, 0.682], [-2.524, -0.789, 2.100], [0.601, -1.951, 1.013], [-1.388, -1.397, 0.119], [-2.569, -0.621, 0.580], [-3.464, -0.396, 2.517], [-2.241, -1.798, 2.458], [-3.404, -1.229, 0.204], [2.812, -0.876, 0.263], [0.313, 0.060, 0.171], [-1.833, 0.762, 1.361]],
  "forces_ev_per_angstrom": [[-0.12, 0.88, -1.68], [2.16, -0.04, -4.74], [0.07, 1.24, -0.95], [0.43, 0.25, 1.01], [0.39, -0.30, 1.88], [-1.04, -0.44, 0.82], [-0.06, -0.60, 0.08], [-0.11, 0.44, 0.09], [0.02, 0.26, -0.49], [-3.61, 0.06, 0.55], [1.12, 0.07, 1.24], [0.75, -1.82, 2.19]],
  "lowdin_charge": [-0.252, -0.794, -0.357, -0.322, -0.070, -0.201, 0.093, 0.105, 0.050, 1.872, -0.305, 0.180],
  "homo_lumo_gap_ev": 2.798,
  "lumo_energy_ev": -2.289
}

Entry 5:
{
  "formula": "C3H4Br2N2",
  "method": "ωB97M-V/def2-TZVPD",
  "elements": ["C", "C", "C", "N", "N", "Br", "Br", "H", "H", "H", "H"],
  "coordinates": [[2.244, 0.357, 1.281], [2.474, -0.703, 1.791], [-0.828, -1.470, -1.131], [-1.077, 0.597, 0.018], [-0.975, -0.384, -0.538], [1.897, 1.957, 0.524], [-2.875, 3.074, -0.937], [-1.996, 2.080, -0.410], [2.663, -1.646, 2.209], [0.008, -1.595, -1.797], [-1.536, -2.267, -1.012]],
  "forces_ev_per_angstrom": [[-0.03, 0.06, 0.00], [-0.20, 0.67, -0.41], [0.40, -2.20, -1.40], [0.16, -0.26, 0.27], [-0.23, 1.86, 1.14], [0.13, -0.18, 0.12], [-0.28, 0.40, -0.15], [0.01, -0.06, -0.03], [0.13, -0.50, 0.28], [0.16, 0.16, 0.00], [-0.27, 0.04, 0.20]],
  "lowdin_charge": [-0.767, 0.011, -0.026, 0.152, -0.174, 0.744, 0.282, -0.379, 0.015, 0.073, 0.070],
  "homo_lumo_gap_ev": 9.637,
  "lumo_energy_ev": 0.443
}

Entry 6:
{
  "formula": "C3H4Br2S",
  "method": "ωB97M-V/def2-TZVPD",
  "elements": ["S", "C", "C", "Br", "C", "Br", "H", "H", "H", "H"],
  "coordinates": [[0.820, -1.263, -1.585], [-0.443, -1.095, -0.189], [-0.135, 0.118, 0.611], [0.383, -0.225, 2.461], [-0.228, 1.387, 0.230], [0.049, 2.962, 1.169], [1.548, -0.136, -1.356], [-1.280, -1.139, -0.838], [-0.425, -1.999, 0.318], [-0.288, 1.391, -0.821]],
  "forces_ev_per_angstrom": [[0.52, 0.22, 0.25], [1.84, 1.12, -2.23], [-0.41, 0.34, 2.41], [-0.32, -0.12, -0.75], [0.47, -1.40, 0.02], [0.01, -0.18, -0.08], [-0.35, -0.53, 0.07], [-1.46, 0.82, 0.21], [0.30, -1.38, 1.40], [-0.60, 1.09, -1.30]],
  "lowdin_charge": [0.668, -0.520, -0.809, 0.670, -0.713, 0.723, -0.136, 0.046, 0.026, 0.044],
  "smiles": "SC/C(Br)=C/Br",
  "homo_lumo_gap_ev": 9.784,
  "lumo_energy_ev": 0.496
}

For each record above, in turn, the calculated energy above the lowest of the compared OMol25 structures with the same formula, charge and spin values are 15.0; 3.3; 34.0; 95.5; 80.0; 19.5 kcal per mole.
For each record above, in turn, the calculated E values are -564.18033; -476.42551; -422.08100; -442.99194; -5374.09216; -5662.87357 a.u..